Entry from the Open Molecules 2025 dataset: a cluster of 14 separate species, C4H36N2O15 in total (ωB97M-V/def2-TZVPD).

The geometry in XYZ format:
```
57
C4H36N2O15, DFT ωB97M-V/def2-TZVPD
H 0.7200 -2.2940 -3.7861
H 3.3428 -1.5600 -1.0901
H -3.1274 -0.5447 3.7302
C 0.1749 -0.1824 -0.0731
O 1.8135 -1.6809 0.8648
H -0.6196 -1.5310 -4.0336
H 2.5029 -2.8397 -1.0955
H 1.3953 3.4672 2.1772
O -1.8937 2.8771 2.4247
H -3.1723 0.1120 -0.5268
H 1.6751 -0.1456 -1.7140
H -2.2585 1.3065 -2.3563
C 0.7165 -0.5466 -1.4220
H -0.1450 -0.2457 -2.0702
H -0.5812 -1.0347 4.9035
H -0.8185 1.7820 -4.2042
O -0.0138 -0.2343 5.0261
H 1.1839 -4.3167 -0.8623
O 0.0393 1.6048 -4.4010
C 0.9109 -0.9152 1.1222
H -3.8047 -2.6004 -2.0390
H 3.7243 1.1524 0.8168
H -1.3050 -1.4040 -0.6339
N 1.0178 -0.2720 2.3495
O 2.0815 2.5697 -0.9048
O 4.1793 0.6291 0.1660
H 0.8350 3.7322 -1.4618
H 0.8156 -1.6178 -1.5586
O -2.2791 -0.1480 3.5423
H -2.1570 -0.3728 2.5663
H 4.7633 1.2552 -0.0432
C -2.2019 0.5861 -0.3747
H 0.3029 0.9288 0.1505
H 2.3899 2.7234 0.0322
H -0.2773 4.3369 -2.2269
H 0.4165 1.2390 -3.5226
H -2.4223 -3.1274 -1.5664
O 3.0228 -2.2587 -1.7565
H -2.0638 1.3142 0.4000
O -1.8064 1.3475 -1.5239
H -1.9743 -2.3214 1.3029
O 1.3750 2.8083 1.5585
H 1.5521 -4.3171 0.6063
O 0.7092 -4.1048 -0.0060
O -3.0591 -2.4353 -1.4817
H -0.6406 0.5700 5.0045
H -3.1136 -3.0945 0.5432
O 0.5639 4.4472 -1.9245
H -1.7655 3.3181 3.3321
H 2.7741 2.9911 -1.4913
O -2.8380 -2.8425 1.4340
H -2.1887 2.0196 2.6221
N -1.2387 -0.5037 0.0435
H 0.4595 2.4626 1.3010
O -0.1443 -2.1174 -3.4285
H 1.8457 -0.5537 2.9984
H 0.6072 0.5820 2.5609
```

Values from the calculation:
E_LUMO in eV: 0.0
Kohn-Sham gap in eV: 9.0
Charge: 0
HOMO level in Ha: -0.3311

Löwdin charges in e:
1 H 0.046
2 H 0.056
3 H 0.050
4 C -0.307
5 O 0.018
6 H 0.052
7 H 0.032
8 H 0.010
9 O -0.062
10 H 0.121
11 H 0.082
12 H 0.070
13 C -0.075
14 H 0.066
15 H 0.043
16 H -0.051
17 O -0.132
18 H 0.044
19 O -0.035
20 C -0.426
21 H 0.050
22 H 0.026
23 H 0.143
24 N 0.150
25 O -0.104
26 O 0.024
27 H -0.088
28 H 0.042
29 O -0.075
30 H 0.056
31 H -0.035
32 C -0.203
33 H 0.128
34 H 0.032
35 H -0.019
36 H 0.072
37 H 0.042
38 O -0.132
39 H 0.088
40 O -0.061
41 H 0.039
42 O -0.034
43 H 0.118
44 O -0.131
45 O -0.025
46 H 0.060
47 H -0.006
48 O 0.017
49 H 0.097
50 H 0.098
51 O -0.103
52 H -0.043
53 N -0.030
54 H 0.075
55 O -0.062
56 H 0.164
57 H 0.028